[1]
59
Properties=species:S:1:pos:R:3 method="wB97M-V/def2-TZVPD" e_above_lowest_ev=13.857 multiplicity=1 total_charge=0 e_tot_ev=-37555.650
O -0.692 0.334 -0.312
H -0.647 -0.503 -0.773
H 0.215 0.526 -0.074
O -0.302 2.456 -0.396
H -0.115 1.522 -0.493
H -0.585 2.736 -1.267
O -2.472 1.234 -1.616
H -1.734 0.922 -1.093
H -2.438 0.710 -2.417
C 0.380 -3.592 0.590
C -0.039 -2.099 0.276
O 0.798 -1.459 -0.507
O 1.729 -3.675 1.091
H 0.433 -4.001 -0.420
H -0.285 -4.165 1.236
H -0.176 -1.494 1.172
H -1.045 -1.953 -0.119
H 1.539 -1.262 0.071
H 2.271 -4.021 0.378
C -2.026 -2.493 -3.398
C -0.822 -1.677 -2.771
O -0.993 -0.244 -2.893
O -2.027 -2.218 -4.831
H -2.885 -2.067 -2.881
H -1.995 -3.572 -3.246
H 0.002 -1.967 -3.423
H -0.552 -1.915 -1.742
H -0.594 -0.090 -3.752
H -2.944 -2.312 -5.100
C 0.431 2.802 1.795
C 1.875 3.165 1.701
O 2.408 2.880 0.432
O -0.352 3.769 1.178
H 0.139 2.961 2.833
H 0.149 1.786 1.517
H 2.456 2.511 2.350
H 2.019 4.185 2.057
H 2.488 3.633 -0.159
H -0.478 3.308 0.345
C -2.443 -0.720 1.450
C -1.360 0.219 2.008
O -1.922 1.133 2.939
O -3.074 -1.385 2.546
H -1.977 -1.420 0.757
H -3.166 -0.220 0.805
H -0.883 0.844 1.253
H -0.625 -0.320 2.606
H -2.447 1.671 2.342
H -3.320 -0.710 3.182
C 3.521 0.190 0.343
C 2.129 0.345 0.937
O 1.094 0.886 0.130
O 4.334 1.370 0.439
H 3.666 -0.043 -0.712
H 4.046 -0.649 0.798
H 2.195 0.999 1.806
H 1.738 -0.650 1.150
H 1.269 1.830 0.151
H 4.093 1.972 -0.269

***

[2]
54
Properties=species:S:1:pos:R:3 method="wB97M-V/def2-TZVPD" e_above_lowest_ev=5.025 smiles=CCO.CCO.CO.CO.CO.CO.CO.CO multiplicity=1 total_charge=0 e_tot_ev=-27328.736
C -0.351 0.477 2.387
C -1.223 0.884 3.513
O -0.384 0.816 4.686
H -0.806 0.849 1.461
H -0.208 -0.616 2.377
H 0.600 0.955 2.498
H -2.072 0.206 3.483
H -1.620 1.912 3.332
H -0.148 -0.118 4.623
C 2.160 0.928 0.303
C 3.525 0.533 -0.231
O 4.410 -0.056 0.743
H 1.652 -0.006 0.558
H 1.535 1.291 -0.557
H 2.077 1.658 1.148
H 4.031 1.488 -0.621
H 3.602 -0.018 -1.127
H 5.324 0.175 0.496
C -0.083 -3.932 0.457
O 0.212 -2.984 1.515
H -0.462 -4.849 0.899
H 0.861 -4.308 0.039
H -0.668 -3.605 -0.348
H -0.533 -2.907 2.092
C -3.759 2.746 -0.414
O -2.964 2.440 0.721
H -4.337 1.847 -0.738
H -3.267 3.207 -1.265
H -4.374 3.493 -0.018
H -2.508 3.279 0.961
C 1.832 3.782 -1.997
O 2.175 3.970 -0.663
H 1.151 2.858 -2.065
H 2.761 3.764 -2.569
H 1.254 4.634 -2.355
H 3.065 4.280 -0.772
C 2.124 -2.887 -2.419
O 1.905 -1.890 -1.469
H 1.460 -2.558 -3.192
H 1.887 -3.799 -1.870
H 3.150 -2.902 -2.754
H 2.402 -2.012 -0.634
C -3.643 -2.378 -0.299
O -2.636 -1.820 0.552
H -4.435 -1.685 -0.737
H -4.203 -3.268 0.118
H -3.127 -2.827 -1.140
H -1.956 -1.444 -0.026
C -1.100 0.341 -1.499
O -0.751 -0.921 -1.067
H -2.074 0.264 -1.913
H -0.487 0.617 -2.340
H -1.206 1.094 -0.791
H 0.229 -0.977 -1.056

***

[3]
54
Properties=species:S:1:pos:R:3 method="wB97M-V/def2-TZVPD" e_above_lowest_ev=3.467 smiles=CCO.CCO.CO.CO.CO.CO.CO.CO multiplicity=1 total_charge=0 e_tot_ev=-27330.294
C -6.979 -30.377 -24.324
C -7.391 -29.579 -25.549
O -7.992 -30.422 -26.536
H -6.589 -29.733 -23.534
H -6.190 -31.092 -24.570
H -7.810 -30.980 -23.954
H -6.474 -29.225 -26.037
H -7.991 -28.720 -25.265
H -7.285 -30.832 -27.039
C -9.753 -24.161 -29.680
C -10.474 -23.206 -30.622
O -11.630 -23.841 -31.141
H -9.389 -25.026 -30.231
H -10.464 -24.523 -28.936
H -8.936 -23.603 -29.224
H -9.783 -22.918 -31.424
H -10.743 -22.296 -30.067
H -12.057 -23.241 -31.758
C -6.146 -26.203 -22.409
O -4.943 -26.136 -21.670
H -6.939 -26.681 -21.845
H -6.489 -25.205 -22.711
H -5.958 -26.729 -23.355
H -4.292 -25.618 -22.151
C -3.807 -27.192 -29.031
O -2.516 -27.310 -29.600
H -4.205 -26.183 -29.143
H -4.493 -27.929 -29.461
H -3.768 -27.474 -27.976
H -2.574 -27.732 -30.459
C -6.838 -26.220 -26.587
O -7.913 -25.807 -27.425
H -6.214 -25.373 -26.303
H -7.301 -26.659 -25.695
H -6.316 -27.046 -27.063
H -8.442 -25.104 -27.020
C -5.622 -22.488 -27.048
O -4.528 -23.315 -27.383
H -5.686 -21.536 -27.585
H -6.559 -23.035 -27.213
H -5.567 -22.235 -25.991
H -4.583 -23.528 -28.318
C -7.847 -28.463 -29.634
O -7.763 -27.093 -29.972
H -6.869 -28.819 -29.278
H -8.593 -28.642 -28.857
H -8.111 -29.089 -30.486
H -7.941 -26.606 -29.154
C -10.402 -23.810 -25.193
O -9.364 -23.766 -26.171
H -10.245 -24.734 -24.645
H -10.317 -22.964 -24.506
H -11.405 -23.771 -25.620
H -9.334 -22.899 -26.582